Formula: C15H14BaFN3O3S
Source: OMol25
Level of theory: ωB97M-V/def2-TZVPD

Geometry as XYZ:
```
38
Properties=species:S:1:pos:R:3:forces:R:3
C 4.6412 0.5468 -0.9778 -0.1 0.1 -0.1
C 3.4652 1.2266 -0.1590 0.0 -1.0 0.8
S 3.0377 2.9486 -0.7877 -0.8 -0.7 -2.2
C 1.4996 3.5942 0.1406 -3.0 -2.1 -1.5
C 0.5489 2.3212 0.3263 -1.6 -1.8 0.9
C -0.1051 1.7704 -0.9035 -0.8 -1.3 1.4
C -0.9890 0.5953 -0.8186 1.7 1.4 1.8
C -1.6433 0.1532 -2.1571 -0.2 1.1 -0.7
O -1.9080 1.0338 -2.9434 0.6 -0.9 0.9
N -1.9109 -1.2113 -2.5539 0.5 -0.5 0.1
C -0.8331 -1.7850 -3.3073 0.6 -0.3 0.1
O 0.2983 -1.4334 -3.1431 -0.7 -0.3 -0.7
F -1.1430 -2.7847 -4.2003 -0.1 1.8 1.9
C -1.2318 -0.0696 0.5204 0.4 0.7 -0.7
N -2.1036 -1.1625 0.5298 1.2 0.5 3.1
C -2.2428 -1.7180 1.7659 0.5 0.1 -0.9
C -3.1766 -2.9905 1.8835 0.8 1.1 -0.9
C -3.6071 -3.5584 0.4617 -1.2 -0.6 0.3
O -4.4647 -4.4077 0.3951 1.0 0.9 0.3
C -1.5207 -1.1828 2.9779 0.1 0.3 0.2
N -0.6990 -0.1034 3.0286 -2.2 -2.2 -2.8
C -0.5832 0.4305 1.7450 1.3 2.1 -1.5
C 0.2989 1.6479 1.5982 0.1 0.3 -1.8
H 4.9603 -0.3784 -0.4086 -0.4 1.2 -0.5
H 5.5251 1.2282 -1.1063 -0.8 -0.7 0.1
H 4.2682 0.1853 -1.9820 0.4 0.6 1.1
H 3.7624 1.3074 0.9602 -0.3 -0.3 -1.4
H 2.5905 0.5165 -0.2005 0.5 1.2 0.1
H 0.9652 4.3024 -0.5551 0.8 -0.5 0.7
H 1.7897 4.1116 1.1307 -5.0 -0.1 -3.3
H 0.0749 2.2744 -1.8951 -0.4 -0.8 1.1
H -2.2316 -1.8057 -1.7844 0.1 0.1 -0.4
H -2.6539 -3.8338 2.4105 -0.5 0.9 -0.2
H -4.0893 -2.6573 2.4481 0.7 -0.7 -0.5
H -3.1846 -3.1946 -0.5171 0.2 0.0 1.0
H -1.6910 -1.7271 3.9508 0.2 0.7 -1.2
H 0.8167 2.0481 2.5164 -0.9 -0.6 -0.7
Ba 3.4696 3.7620 1.6113 7.4 0.2 6.0
```
Positions in Å, forces in eV/Å.

Results
molar mass = 472.7 g mol⁻¹
orbital gap = 6.243 eV
net charge = +2